{"formula": "C4H12N2O2P", "method": "ωB97M-V/def2-TZVPD", "smiles": "CCN(CC)[P@](N)(=O)[O-]", "de_lowest_ev": 1.370, "largest_force_ev_per_a": 4.36, "orbital_gap_ev": 8.454, "total_energy_ev": -20708.5729, "charge": -1, "homo_ev": -4.8, "symbols": ["P", "O", "O", "N", "N", "C", "C", "C", "C", "H", "H", "H", "H", "H", "H", "H", "H", "H", "H", "H", "H"], "coordinates": [[1.703, -1.211, 0.285], [1.937, -1.868, 1.623], [1.911, -1.812, -1.053], [3.272, -0.057, 0.245], [-0.218, -0.807, 0.253], [-0.570, -0.376, -1.110], [-0.551, 1.643, 0.840], [-0.659, 0.159, 1.223], [-2.061, -0.584, -1.368], [-0.115, -0.195, 2.034], [-0.337, 0.764, -1.249], [-2.278, -1.699, -1.414], [-1.677, -0.049, 1.321], [0.107, 1.916, 0.053], [-0.374, 2.283, 1.709], [-1.582, 1.932, 0.449], [3.157, 0.677, -0.375], [-2.582, -0.198, -0.565], [3.279, 0.392, 1.184], [-2.476, -0.031, -2.332], [0.116, -0.880, -1.751]]}